C24H25CrI2NO3 as an isolated structure at a distorted geometry. Source: the Open Molecules 2025 dataset; level of theory: ωB97M-V with the def2-TZVPD basis set.

## Properties
2S+1: 2
Frontier orbital gap (spin up / spin down): 7.15 / 7.15 eV
Charge: +1
Largest force on an atom: 0.033 Eh/bohr
E: -2849.61362 Ha
LUMO level (spin up / spin down): -4.35 / -4.33 eV
ΔE to the lowest compared entry with this formula, charge and spin: 0.604 eV

```
56
Properties=species:S:1:pos:R:3:forces:R:3
Cr 0.262 -0.152 0.005 -0.419 -0.829 -0.401
O -1.048 -1.345 1.260 0.339 -0.095 -0.364
C -2.471 -1.111 1.073 -0.731 0.657 -0.181
C -2.567 0.088 0.067 -1.178 -0.894 0.822
O -3.631 0.581 -0.205 0.192 0.020 0.013
O -1.432 0.473 -0.393 1.109 0.845 -0.543
C -3.154 -2.327 0.470 0.198 -0.195 -0.037
C -2.535 -3.573 0.434 -0.052 0.166 0.060
C -3.195 -4.671 -0.094 0.006 -0.124 0.057
C -4.481 -4.544 -0.585 0.028 -0.045 0.024
C -5.110 -3.312 -0.530 -0.006 0.059 0.087
C -4.456 -2.211 -0.005 -0.074 -0.008 0.006
C -3.040 -0.741 2.439 0.131 -0.015 -0.116
C -3.112 0.586 2.853 -0.053 -0.087 0.041
C -3.467 0.889 4.157 0.072 0.102 -0.103
C -3.764 -0.121 5.055 -0.041 -0.026 0.036
C -3.731 -1.441 4.638 0.070 -0.033 0.061
C -3.364 -1.753 3.340 0.003 0.105 -0.118
H -0.980 -2.083 1.884 0.395 0.187 -0.153
H -1.542 -3.725 0.836 0.103 0.024 -0.061
H -2.708 -5.634 -0.094 0.070 -0.092 -0.046
H -4.994 -5.405 -0.986 -0.049 -0.056 -0.046
H -6.125 -3.203 -0.875 -0.109 0.007 -0.106
H -4.958 -1.258 0.034 -0.019 0.066 0.019
H -2.918 1.391 2.156 -0.007 0.007 -0.050
H -3.507 1.922 4.469 -0.055 0.099 0.044
H -4.030 0.119 6.073 -0.062 0.019 0.081
H -3.989 -2.232 5.324 -0.025 -0.087 0.085
H -3.350 -2.789 3.026 -0.008 -0.055 -0.061
C 0.588 2.585 -1.133 -0.421 0.602 0.090
N 1.223 1.270 -1.289 -0.014 0.187 0.319
C 2.674 1.457 -1.156 0.538 -0.106 0.105
C 0.936 0.778 -2.656 -0.327 -0.396 -0.569
C 0.964 -0.722 -2.699 0.052 0.191 0.044
C 1.247 -1.429 -3.858 0.020 0.006 -0.015
C 1.150 -2.811 -3.866 -0.042 0.012 0.022
C 0.776 -3.482 -2.712 -0.016 0.026 0.056
C 0.511 -2.768 -1.553 -0.057 -0.277 0.246
C 0.600 -1.387 -1.530 0.227 0.412 0.357
H 0.881 3.252 -1.950 0.048 -0.077 0.003
H 0.893 3.050 -0.195 0.026 -0.106 -0.045
H -0.498 2.473 -1.139 0.140 0.016 -0.007
H 3.035 2.234 -1.842 -0.193 -0.106 -0.004
H 3.195 0.528 -1.383 -0.036 -0.004 0.033
H 2.926 1.775 -0.144 -0.061 -0.069 0.011
H 1.635 1.218 -3.376 -0.091 0.102 0.122
H -0.077 1.101 -2.918 0.118 0.074 0.025
H 1.534 -0.905 -4.758 0.030 0.080 -0.102
H 1.355 -3.366 -4.769 0.046 -0.018 -0.077
H 0.690 -4.557 -2.712 0.006 -0.101 -0.005
H 0.223 -3.301 -0.660 -0.036 -0.127 0.107
I 2.512 -1.057 1.389 -0.398 0.729 0.922
C 2.120 0.478 2.954 -0.042 -0.225 -0.468
I 0.315 1.604 2.539 0.870 -0.470 0.127
H 2.974 1.147 2.971 -0.090 -0.009 -0.151
H 2.016 -0.034 3.906 -0.127 -0.068 -0.196
```
Positions in Å, forces in eV/Å.

C19H51NNbO7S7 as an isolated structure. Source: the Open Molecules 2025 dataset; level of theory: ωB97M-V with the def2-TZVPD basis set.

## Properties
2S+1: 1
Frontier orbital gap: 6.68 eV
Charge: -1
Largest force on an atom: 0.016 Eh/bohr
E: -4179.80624 Ha
LUMO level: 2.02 eV

```
86
Properties=species:S:1:pos:R:3:forces:R:3
Nb 0.024 0.066 1.552 0.570 -0.174 0.174
C -2.236 0.340 1.530 0.109 0.817 -0.128
C -2.987 -0.221 0.490 0.339 -0.410 -0.382
C -4.371 -0.184 0.459 -0.413 0.126 0.079
C -5.035 0.487 1.472 0.586 -0.163 -0.023
N -4.360 1.053 2.470 -0.463 0.317 0.530
C -3.028 0.978 2.501 0.001 -0.212 -0.266
H 0.231 -1.632 2.323 0.384 -0.100 -0.161
H -0.228 -0.813 -0.049 -0.661 -0.167 0.330
H 0.024 1.704 0.682 0.237 -0.265 -0.204
H -0.153 0.808 3.263 -0.477 -0.450 -0.101
H 1.792 0.533 1.462 -0.380 0.518 0.159
H -2.464 -0.721 -0.322 -0.054 0.079 0.080
H -4.934 -0.647 -0.346 0.073 0.036 0.001
H -6.121 0.568 1.491 0.086 0.031 0.027
H -2.558 1.453 3.359 -0.016 -0.021 -0.099
C 0.653 -4.586 -0.899 -0.013 0.032 0.026
S 1.901 -3.845 0.162 -0.062 -0.111 0.176
O 2.209 -2.523 -0.431 0.219 0.241 -0.142
C 3.255 -4.933 -0.307 0.037 0.020 0.020
H -0.248 -3.988 -0.774 -0.008 -0.003 -0.012
H 0.990 -4.545 -1.934 0.002 -0.011 -0.011
H 0.468 -5.616 -0.593 -0.004 -0.001 -0.007
H 3.406 -4.866 -1.384 -0.009 -0.006 -0.017
H 3.024 -5.956 -0.007 -0.010 -0.010 -0.004
H 4.131 -4.569 0.228 -0.002 0.020 0.002
C 5.133 -1.264 3.832 -0.044 0.093 -0.012
S 4.471 -1.635 2.201 -0.190 -0.237 -0.037
O 5.218 -2.850 1.742 0.079 -0.028 -0.004
C 5.214 -0.241 1.367 0.002 0.062 -0.099
H 4.801 -2.059 4.497 0.018 -0.001 0.006
H 6.221 -1.237 3.777 0.012 0.003 -0.004
H 4.733 -0.308 4.169 0.003 -0.013 0.025
H 6.295 -0.284 1.491 -0.001 0.048 0.012
H 4.811 0.684 1.779 -0.027 -0.013 -0.003
H 4.940 -0.314 0.317 -0.049 -0.042 0.015
C 10.646 1.477 0.648 0.034 -0.032 -0.018
S 9.369 0.277 1.048 -0.007 -0.030 -0.062
O 8.329 1.017 1.804 -0.020 0.061 0.081
C 10.326 -0.634 2.265 0.016 -0.034 -0.026
H 10.213 2.172 -0.068 0.010 0.014 0.005
H 10.933 2.004 1.558 -0.007 0.013 0.002
H 11.499 0.966 0.202 0.007 0.019 -0.010
H 10.633 0.050 3.056 -0.009 -0.001 0.013
H 11.188 -1.093 1.782 0.001 -0.015 0.016
H 9.671 -1.405 2.664 0.011 -0.004 0.016
C -4.278 -2.409 -4.445 -0.013 0.028 0.004
S -3.589 -2.931 -2.871 0.164 -0.007 0.108
O -3.045 -4.302 -3.090 -0.060 -0.049 -0.071
C -5.157 -3.151 -2.028 -0.015 0.028 0.008
H -3.441 -2.275 -5.126 -0.008 -0.001 -0.013
H -4.949 -3.185 -4.814 0.000 -0.004 -0.013
H -4.802 -1.463 -4.310 0.003 0.005 -0.020
H -5.754 -3.879 -2.577 -0.001 -0.018 0.009
H -5.668 -2.191 -1.960 -0.020 -0.007 0.007
H -4.930 -3.516 -1.029 -0.011 0.004 0.005
C -6.241 6.525 2.500 0.034 -0.015 0.083
S -4.658 6.023 1.798 0.029 0.046 0.197
O -4.739 6.395 0.353 -0.026 0.045 -0.006
C -4.961 4.263 1.939 -0.028 -0.031 -0.215
H -6.282 7.612 2.466 -0.004 0.003 0.000
H -7.047 6.099 1.903 -0.008 -0.002 -0.019
H -6.298 6.187 3.534 -0.025 0.010 -0.006
H -5.876 4.022 1.398 0.003 -0.069 -0.004
H -5.042 3.984 2.988 0.024 0.006 0.002
H -4.119 3.732 1.500 0.016 0.032 0.003
C -0.709 -8.171 -6.263 -0.039 0.033 -0.032
S -0.659 -6.820 -5.073 0.072 0.045 0.002
O 0.395 -7.188 -4.092 0.009 -0.017 0.016
C -2.237 -7.178 -4.305 -0.028 -0.017 0.038
H 0.229 -8.147 -6.815 0.002 -0.010 0.002
H -0.800 -9.112 -5.721 0.006 -0.009 0.004
H -1.546 -8.027 -6.946 0.006 -0.017 -0.011
H -2.208 -8.195 -3.913 -0.007 -0.002 0.011
H -3.031 -7.058 -5.043 -0.001 -0.002 0.000
H -2.380 -6.450 -3.510 -0.003 0.023 0.006
C -3.780 9.771 0.794 -0.029 -0.014 -0.058
S -2.370 8.707 0.468 0.140 -0.148 -0.042
O -2.084 7.990 1.736 -0.028 0.045 0.058
C -1.137 10.019 0.381 -0.078 0.056 -0.069
H -4.632 9.102 0.909 -0.003 0.022 -0.009
H -3.596 10.337 1.706 -0.009 -0.005 0.024
H -3.945 10.432 -0.058 -0.011 0.003 0.008
H -1.134 10.570 1.321 0.004 -0.002 0.019
H -1.356 10.677 -0.461 0.024 0.006 0.002
H -0.176 9.531 0.230 0.006 0.011 0.009
```
Positions in Å, forces in eV/Å.

A 2-piece molecular cluster, C4H6OS overall at a distorted geometry. Source: the Open Molecules 2025 dataset; level of theory: ωB97M-V with the def2-TZVPD basis set.

## Properties
2S+1: 1
Frontier orbital gap: 9.40 eV
Largest force on an atom: 0.084 Eh/bohr
E: -629.35227 Ha
LUMO level: 0.67 eV
SMILES string: C=C=O.C=CS
ΔE to the lowest compared entry with this formula, charge and spin: 2.582 eV

```
12
Properties=species:S:1:pos:R:3:forces:R:3
C 2.810 1.165 0.044 1.252 2.041 1.764
C 2.548 -0.088 -0.055 -1.662 -3.133 -2.422
O 2.290 -1.183 -0.408 0.714 1.380 1.253
H 3.815 1.262 0.552 -1.218 0.633 -0.679
H 2.011 1.945 -0.011 1.109 -0.917 0.065
C -0.788 -1.678 -0.516 -0.905 0.343 -1.119
C -0.741 -0.593 0.246 0.556 0.250 -1.199
S -0.869 1.024 -0.466 -0.415 0.287 0.687
H -0.373 -2.616 -0.211 -0.125 -0.391 0.423
H -1.222 -1.658 -1.551 0.615 0.146 1.052
H -0.307 -0.562 1.213 0.213 -0.347 0.776
H -0.851 1.706 0.717 -0.135 -0.292 -0.601
```
Positions in Å, forces in eV/Å.

One molecule with the formula C26H41N3O2. Source: the Open Molecules 2025 dataset; level of theory: ωB97M-V with the def2-TZVPD basis set.

## Properties
2S+1: 1
Frontier orbital gap: 9.06 eV
Largest force on an atom: 0.012 Eh/bohr
E: -1330.08728 Ha
LUMO level: 0.74 eV
SMILES string: CCN(C[C@H]1CCCO1)C(=O)C1CCN(C2CCN(Cc3ccccc3C)CC2)CC1
ΔE to the lowest compared entry with this formula, charge and spin: 1.910 eV

```
72
Properties=species:S:1:pos:R:3:forces:R:3
C -2.299 -4.697 2.033 0.282 0.055 0.071
C -0.778 -4.604 2.152 -0.435 0.184 0.198
N -0.110 -4.918 0.904 0.176 -0.291 0.108
C 0.289 -6.302 0.734 0.449 -0.316 0.062
C 1.641 -6.641 1.387 -0.269 -0.148 -0.557
C 2.787 -5.730 0.916 -0.059 -0.039 0.115
C 2.958 -4.761 2.083 -0.080 -0.179 0.143
C 2.586 -5.651 3.266 0.309 0.198 0.134
O 1.554 -6.501 2.804 -0.178 -0.043 -0.056
C 0.073 -4.072 -0.139 -0.145 0.241 0.213
O 0.631 -4.443 -1.160 0.104 0.083 -0.370
C -0.413 -2.634 -0.023 0.167 -0.082 -0.372
C 0.785 -1.690 -0.156 -0.090 0.138 0.194
C 0.310 -0.240 -0.209 0.213 -0.130 -0.020
N -0.568 -0.058 -1.346 -0.082 -0.080 -0.056
C -0.818 1.316 -1.751 0.258 0.214 0.109
C 0.408 1.920 -2.445 -0.360 0.136 -0.093
C 0.052 3.315 -2.974 0.187 -0.118 -0.035
N -0.422 4.225 -1.950 0.044 0.043 0.027
C 0.627 4.739 -1.079 -0.078 -0.012 -0.044
C 0.121 5.883 -0.240 0.096 -0.035 0.138
C 0.057 5.751 1.141 0.042 -0.018 -0.054
C -0.409 6.781 1.938 -0.034 0.044 0.132
C -0.820 7.963 1.352 -0.014 0.019 0.102
C -0.760 8.103 -0.024 -0.016 -0.006 -0.019
C -0.293 7.078 -0.834 -0.035 0.011 0.014
C -0.225 7.257 -2.319 -0.038 0.044 -0.048
C -1.553 3.659 -1.242 -0.131 -0.049 0.197
C -1.281 2.273 -0.641 -0.091 -0.019 -0.343
C -1.758 -0.867 -1.191 -0.046 -0.208 -0.100
C -1.375 -2.344 -1.179 -0.160 0.121 0.157
H -2.679 -3.978 1.311 -0.066 0.088 -0.078
H -2.593 -5.692 1.709 -0.055 -0.106 -0.034
H -2.759 -4.499 2.998 -0.116 0.014 0.092
H -0.424 -5.326 2.890 0.028 0.179 -0.070
H -0.485 -3.610 2.498 0.033 -0.101 0.037
H -0.479 -6.948 1.165 -0.037 0.003 -0.020
H 0.370 -6.496 -0.338 -0.058 -0.074 0.159
H 1.853 -7.695 1.158 -0.016 0.129 0.015
H 3.697 -6.315 0.777 0.016 -0.008 -0.011
H 2.540 -5.235 -0.019 0.037 -0.020 -0.063
H 2.254 -3.933 1.996 0.004 0.054 0.028
H 3.967 -4.363 2.164 0.037 0.065 0.010
H 3.450 -6.255 3.579 -0.058 0.087 0.021
H 2.208 -5.102 4.131 0.060 -0.028 -0.020
H -0.923 -2.437 0.920 -0.006 -0.034 0.024
H 1.317 -1.931 -1.077 0.037 -0.016 0.017
H 1.470 -1.820 0.686 0.049 -0.015 0.018
H -0.196 0.005 0.745 0.057 0.064 -0.043
H 1.175 0.415 -0.316 -0.023 0.037 0.079
H -1.618 1.264 -2.502 0.031 0.019 0.025
H 0.716 1.273 -3.266 0.046 -0.058 -0.014
H 1.242 2.001 -1.747 0.083 -0.042 0.049
H 0.919 3.765 -3.465 -0.055 0.011 -0.058
H -0.747 3.221 -3.717 0.063 -0.029 -0.067
H 1.435 5.096 -1.726 0.029 -0.081 0.024
H 1.049 3.967 -0.415 0.063 0.083 -0.039
H 0.377 4.825 1.600 0.038 -0.111 0.011
H -0.451 6.659 3.011 -0.007 -0.006 0.081
H -1.188 8.775 1.963 -0.029 0.065 0.044
H -1.082 9.030 -0.479 -0.025 0.076 -0.068
H -0.689 6.409 -2.817 0.009 0.028 -0.091
H 0.814 7.308 -2.644 0.083 0.014 -0.111
H -0.724 8.175 -2.620 0.014 0.083 -0.043
H -1.852 4.360 -0.458 -0.102 -0.050 -0.086
H -2.377 3.580 -1.959 -0.057 0.007 0.065
H -2.192 1.898 -0.171 -0.016 -0.011 0.098
H -0.510 2.353 0.128 0.032 -0.048 0.096
H -2.306 -0.626 -0.260 -0.029 0.018 -0.057
H -2.425 -0.675 -2.034 -0.015 0.028 0.054
H -2.274 -2.958 -1.089 -0.030 -0.043 -0.019
H -0.875 -2.597 -2.114 -0.035 -0.027 -0.008
```
Positions in Å, forces in eV/Å.

C3H4N2S as an isolated structure at a distorted geometry. Source: the Open Molecules 2025 dataset; level of theory: ωB97M-V with the def2-TZVPD basis set.

## Properties
2S+1: 1
Frontier orbital gap (spin up / spin down): 7.35 / 7.35 eV
Largest force on an atom: 0.105 Eh/bohr
E: -624.29383 Ha
LUMO level (spin up / spin down): -1.73 / -1.73 eV
ΔE to the lowest compared entry with this formula, charge and spin: 3.591 eV

```
10
Properties=species:S:1:pos:R:3:forces:R:3
C -3.086 0.143 0.349 0.972 -0.540 -0.362
C 0.740 -0.437 -0.129 -0.968 -3.834 -3.689
C 1.523 0.763 0.044 1.350 -0.789 -0.087
N -4.236 0.098 0.302 -0.446 -0.161 0.148
N 0.896 -1.536 -0.682 0.292 2.955 2.248
S -1.427 0.466 0.307 0.909 0.949 0.310
H 2.226 0.298 0.772 -0.315 1.369 0.502
H 0.799 1.499 0.341 0.576 1.011 0.576
H 2.240 1.036 -0.802 -1.623 -0.413 0.629
H 0.326 -2.331 -0.502 -0.747 -0.547 -0.275
```
Positions in Å, forces in eV/Å.

C2H3LiOTb as an isolated structure at a distorted geometry. Source: the Open Molecules 2025 dataset; level of theory: ωB97M-V with the def2-TZVPD basis set.

## Properties
2S+1: 8
Frontier orbital gap (spin up / spin down): 6.82 / 7.01 eV
Charge: +2
Largest force on an atom: 0.046 Eh/bohr
E: -984.43241 Ha
LUMO level (spin up / spin down): -10.40 / -10.43 eV
ΔE to the lowest compared entry with this formula, charge and spin: 0.000 eV

```
8
Properties=species:S:1:pos:R:3:forces:R:3
O 0.615 -0.031 -2.052 -0.150 -0.489 0.815
C 0.990 0.720 -1.091 -1.265 -0.423 -0.743
Tb -1.132 -1.044 -1.116 2.049 1.023 0.683
Li -0.603 1.553 0.704 0.730 0.315 0.205
H 2.037 1.087 -1.242 -0.490 -0.013 0.157
C -0.686 -0.743 1.168 -0.833 -0.372 -0.601
H -1.491 -0.844 1.914 0.071 -0.016 -0.106
H 0.269 -0.698 1.715 -0.113 -0.024 -0.410
```
Positions in Å, forces in eV/Å.

largest force on an atom of number 6 (C2H3LiOTb)?
0.046 Eh/bohr